{
  "formula": "C5H21N2O4",
  "method": "ωB97M-V with the def2-TZVPD basis set",
  "energy_ev": -16689.477,
  "homo_lumo_gap_ev": 7.5,
  "de_lowest_kj_mol": 130.0,
  "total_charge": 1,
  "lumo_energy_ha": -0.1044,
  "symbols": ["C", "C", "C", "N", "C", "C", "N", "H", "H", "H", "H", "H", "H", "H", "H", "H", "H", "H", "H", "H", "H", "H", "O", "H", "H", "O", "H", "H", "O", "H", "H", "O"],
  "xyz": [[0.15534, -0.32332, 0.37939], [0.56024, 0.92412, -0.40761], [-0.52443, 2.02538, -0.41780], [-0.00587, 3.19885, 3.19480], [0.11106, 2.99831, 1.83835], [-0.79710, 2.45928, 1.03098], [0.16019, -1.55299, -0.45000], [-0.78290, -0.13242, 0.88922], [0.81364, -0.54340, 1.21188], [1.47232, 1.30988, 0.05214], [0.89619, 0.73369, -1.43790], [-1.46051, 1.61589, -0.79026], [-0.13982, 2.83734, -1.01034], [-0.84413, 2.84587, 3.63056], [0.79625, 3.33735, 3.77544], [1.05751, 3.36103, 1.44835], [-1.67865, 1.97590, 1.43169], [0.10184, -2.45581, 0.02775], [-0.62654, -1.49425, -1.10165], [0.90289, -1.60474, -1.16400], [1.59374, -3.45743, -2.51501], [1.42386, -2.66924, -3.79555], [1.61877, -2.55185, -2.85566], [-0.38963, -2.74054, 2.98321], [1.14380, -2.36235, 2.73641], [0.30920, -2.60320, 2.32766], [-0.50514, 1.92918, -3.60488], [-0.94227, 3.26274, -4.11493], [-0.45516, 2.86478, -3.37559], [-1.71850, -4.69314, -0.55900], [-1.06979, -4.46479, 0.75065], [-1.17640, -4.03013, -0.10827]]
}

{
  "formula": "C5H21N2O5",
  "method": "ωB97M-V with the def2-TZVPD basis set",
  "energy_ev": -18736.642,
  "homo_lumo_gap_ev": 8.7,
  "de_lowest_kj_mol": 274.4,
  "total_charge": 1,
  "lumo_energy_ha": -0.0981,
  "symbols": ["C", "O", "C", "C", "C", "C", "N", "N", "H", "H", "H", "H", "H", "H", "H", "H", "H", "H", "H", "H", "H", "H", "H", "O", "H", "H", "O", "H", "H", "O", "H", "H", "O"],
  "xyz": [[-0.93167, 1.62039, 0.18918], [-1.16342, 1.31787, -1.18842], [0.15271, 0.68121, 0.73838], [-0.19483, -0.77881, 0.55457], [0.90510, -1.74750, 0.26037], [1.45139, -1.84733, -0.96867], [1.54989, -2.31104, 1.35595], [1.33268, 1.05594, -0.14375], [-1.86791, 1.49822, 0.72007], [-0.71222, 2.68728, 0.21092], [-1.78490, 0.59110, -1.32973], [0.38656, 1.11241, 1.73678], [-0.99003, -0.94044, -0.20229], [-0.76554, -1.24261, 1.38865], [0.91517, -1.20028, -1.68887], [2.22747, -2.40258, -1.45149], [1.00154, -2.33504, 2.19996], [2.31342, -2.95439, 1.28603], [1.63461, 2.01183, 0.02839], [0.97178, 0.90569, -1.09801], [2.09402, 0.44223, 0.18448], [-3.31442, -2.19323, -0.00273], [-3.02278, -1.64091, 1.36095], [-2.78763, -2.38050, 0.78384], [-2.91575, -1.86499, -2.76675], [-3.75952, -0.62078, -2.70789], [-3.24767, -1.21635, -2.13399], [0.28736, 3.32442, -1.93096], [0.21803, 4.48934, -0.92541], [0.57156, 3.60313, -1.05215], [3.28168, 0.16446, 2.70882], [3.38194, 1.35607, 1.67827], [2.78139, 0.81520, 2.20553]]
}

{
  "formula": "C5H21NO4",
  "method": "ωB97M-V with the def2-TZVPD basis set",
  "energy_ev": -15202.966,
  "homo_lumo_gap_ev": 9.5,
  "smiles": "CCNC(C)C.O.O.O.O",
  "de_lowest_kj_mol": 336.6,
  "lumo_energy_ha": 0.0103,
  "symbols": ["C", "C", "N", "C", "C", "C", "H", "H", "H", "H", "H", "H", "H", "H", "H", "H", "H", "H", "H", "O", "H", "H", "O", "H", "H", "O", "H", "H", "O", "H", "H"],
  "xyz": [[-0.38453, 2.87913, -0.54467], [-0.55562, 1.44559, 0.09142], [0.53598, 0.40769, -0.16046], [1.49118, 0.26267, 0.95383], [2.24889, 1.55308, 1.27812], [0.84988, -0.19152, 2.24309], [-0.36134, 3.69783, 0.14929], [0.59170, 2.92720, -1.04374], [-1.17810, 3.17184, -1.33633], [-1.44341, 0.99656, -0.40474], [-0.52379, 1.68506, 1.17354], [0.96443, 0.60163, -1.11282], [2.28253, -0.52835, 0.64077], [3.13700, 1.72695, 0.73055], [2.51985, 1.46812, 2.39948], [1.49090, 2.42881, 1.10167], [-0.00262, 0.32950, 2.65628], [1.61359, -0.30543, 2.98340], [0.30292, -1.04948, 2.14131], [-2.73293, -2.16818, 1.46942], [-2.33090, -2.65414, 0.83678], [-2.28639, -1.29256, 1.47881], [-1.47058, -0.59775, -2.83328], [-1.31632, -0.51868, -1.94917], [-0.76941, -1.29043, -3.03353], [0.61601, -2.07844, -1.74571], [1.00917, -1.94695, -1.03939], [0.98738, -2.89204, -2.23318], [-1.72952, -3.08682, -1.52183], [-2.49878, -2.49669, -1.62233], [-1.05713, -2.48420, -1.74658]]
}